# 1
88
Properties=species:S:1:pos:R:3:mulliken_charge:R:1 method="wB97M-V/def2-TZVPD" energy_ha=-3777.8721 homo_lumo_gap_ev=5.625 lumo_energy_ev=3.642 charge=-2
Sb 0.3079 1.4692 -0.8448 1.269
S -2.0371 -0.4516 -1.5265 -0.204
Na 0.1256 -2.1350 -1.4658 0.895
F 4.8322 5.7813 0.4068 -0.370
F -1.7342 -7.3559 2.4462 -0.335
F -1.9972 -5.2531 0.8006 -0.427
F 0.7345 -8.3626 3.0738 -0.353
F -3.3054 5.6067 -3.8763 -0.419
F 2.7361 -5.0577 0.3591 -0.367
F -2.1116 2.0710 4.9620 -0.458
F 2.9527 -7.1717 2.0038 -0.336
O 0.1309 -1.1714 -5.5712 -0.843
O -2.3856 -1.9380 6.6169 -0.604
O -3.9776 -2.4786 5.1845 -0.516
O 0.2459 -4.0472 -0.2964 -0.706
O 0.4568 -1.0413 -3.3678 -0.387
N 0.8517 -1.4682 1.0931 1.529
N 2.4710 -1.4020 -1.1181 0.447
C 0.6124 -7.2999 2.2433 0.608
C -0.1984 -0.8240 -4.4239 0.038
C -3.0260 1.4009 -5.6096 -0.637
C 3.1337 2.6538 -0.2591 0.252
C 2.1019 -1.5679 1.2415 -0.851
C -2.3466 1.3387 2.7318 -0.416
C -3.4414 1.0025 -3.2875 -0.705
C -2.5225 4.7228 -3.1962 0.298
C 1.6052 -5.6138 0.8475 0.201
C 3.0145 -1.3539 0.0966 0.135
C -1.5206 4.0637 -3.8749 -0.621
C -0.6321 -1.2150 4.4794 -1.212
C 4.3580 -1.0744 0.3094 -0.887
C -1.1470 -2.4075 2.0183 -0.245
C 3.2290 -1.1332 -2.1725 -0.366
C 4.5810 -0.8197 -2.0532 -0.704
C -0.7406 3.1557 -3.1721 -0.525
C 0.3546 -5.0482 0.4674 0.093
C 3.8407 4.8857 0.1345 0.373
C -1.7749 -1.9888 4.3119 1.029
C 1.7294 -6.6936 1.6947 0.066
C -3.8059 1.6005 -4.4755 -0.508
C -2.0182 -2.5872 3.0736 -1.504
C -0.7532 -5.7082 1.0699 0.292
C -1.5027 -0.0035 -4.3088 -0.014
C -2.2931 0.1950 -3.1546 0.826
C -1.5978 1.9587 3.7085 0.243
C 0.1763 2.3397 2.1710 -0.564
C -2.6979 -2.1293 5.4724 0.631
C -0.3401 2.4609 3.4582 -0.789
C -0.5433 1.7259 1.1454 -0.005
C -1.9795 3.5962 -1.1747 -0.275
C -1.8098 1.2210 1.4556 -0.214
C 5.1540 -0.7997 -0.7935 -0.494
C -0.6312 -6.7873 1.9191 0.175
C 0.2511 -1.0364 3.4300 -0.100
C 1.8107 3.0639 -0.4150 -0.930
C 4.1619 3.5515 0.0210 -0.642
C 2.5505 5.3510 -0.0237 -0.848
C -1.9037 0.6009 -5.5061 -0.691
C 1.5466 4.4295 -0.2983 0.166
C 0.0030 -1.6415 2.1995 -0.973
C -2.7741 4.5106 -1.8586 -0.627
C -0.9539 2.9111 -1.8166 0.432
H -1.3181 -2.8741 1.0573 1.088
H -3.5823 5.0408 -1.3708 0.417
H -1.2820 0.4002 -6.3689 0.418
H 2.5613 -1.8047 2.2084 0.402
H 5.1888 3.2299 0.1429 0.481
H -4.6914 2.2269 -4.5136 0.408
H -2.3881 0.7316 0.6791 0.296
H 0.2190 2.9374 4.2538 0.399
H -3.2912 1.8591 -6.5563 0.367
H 2.7058 -1.1616 -3.1247 0.411
H 5.1635 -0.6000 -2.9379 0.450
H 0.5305 4.7897 -0.4251 0.385
H 4.7598 -1.0591 1.3149 0.449
H -2.1796 3.4134 -0.1253 0.289
H -1.3823 4.2304 -4.9346 0.409
H -4.0439 1.1531 -2.3999 0.340
H 2.3476 6.4109 0.0669 0.425
H 0.0270 2.6085 -3.7085 0.375
H -0.4629 -0.7375 5.4356 0.442
H -3.3276 0.9478 2.9714 0.488
H 1.1104 -0.3876 3.5429 0.443
H 6.2043 -0.5665 -0.6672 0.406
H -2.8747 -3.2343 2.9133 0.308
H 1.1610 2.7455 1.9753 0.368
H 3.3836 1.6006 -0.3620 0.069
H -4.0949 -2.5014 4.2270 0.341


# 2
53
Properties=species:S:1:pos:R:3:mulliken_charge:R:1 method="wB97M-V/def2-TZVPD" energy_ha=-3758.6937 homo_lumo_gap_ev=8.438 smiles="COc1ccc(Br)cc1/C=N/NC(=O)CN1CCN(Cc2ccccc2)CC1" lumo_energy_ev=0.327
Br -6.3407 1.9465 -0.4932 -0.204
O 0.2050 2.1010 1.4641 -0.620
O -3.4686 -3.3564 -0.2106 -0.412
N -0.1887 -0.1305 1.2117 0.314
N 4.7313 0.5255 0.8086 0.268
N 2.4186 -0.6566 1.2279 0.073
N -1.4586 -0.0298 0.8104 -0.873
C -6.1356 -0.8816 -0.7640 -0.682
C -5.4933 -2.1061 -0.7052 -0.536
C 8.6534 -0.3161 -2.2385 -0.401
C 5.9513 1.3092 0.6794 -1.607
C 6.8875 1.1989 -1.6561 -0.303
C 7.8619 -0.1980 0.0226 -0.253
C 3.9122 0.5191 -0.3901 -0.683
C 1.9906 0.5429 1.9344 -0.415
C 6.9342 0.7740 -0.3332 0.821
C -2.0992 -1.0847 0.4993 -0.164
C 2.6947 -0.4041 -0.1758 -1.082
C 8.7161 -0.7390 -0.9217 -0.684
C 0.5858 0.9591 1.5063 0.253
C 7.7399 0.6579 -2.6027 -0.653
C -5.4489 0.2668 -0.4090 -0.244
C 3.5552 -1.3407 1.8274 -1.125
C -4.1342 0.2104 0.0032 -0.394
C -4.1082 -4.5612 -0.5606 -0.937
C -4.1679 -2.1937 -0.2934 0.345
C 4.9160 -0.8178 1.3159 -0.547
C -3.4773 -1.0164 0.0671 0.709
H 1.8097 0.0347 -0.6406 0.367
H 7.9229 -0.5278 1.0503 0.360
H -4.9684 -4.7620 0.0852 0.365
H 4.4721 0.1749 -1.2766 0.397
H -4.4282 -4.5569 -1.6071 0.364
H -6.0439 -2.9894 -0.9859 0.415
H -7.1642 -0.8258 -1.0846 0.393
H 6.1848 1.9684 -1.9444 0.417
H -3.3615 -5.3406 -0.4167 0.245
H 1.9394 0.3155 3.0038 0.518
H 5.6299 -0.7861 2.1404 0.374
H 2.6641 1.3976 1.8038 0.176
H 3.5842 1.5465 -0.5724 0.416
H 9.4336 -1.4917 -0.6287 0.377
H 5.6487 2.3237 0.4031 0.493
H 9.3187 -0.7395 -2.9766 0.375
H 0.2742 -1.0446 1.2496 0.469
H 6.4155 1.3454 1.6694 0.552
H 5.3183 -1.4961 0.5431 0.340
H -1.6414 -2.0779 0.5438 0.433
H 3.4891 -1.2331 2.9104 0.405
H 2.8761 -1.3772 -0.6413 0.481
H 3.4627 -2.4064 1.5878 0.306
H -3.5866 1.0961 0.2828 0.623
H 7.6914 0.9989 -3.6267 0.373


# 3
85
Properties=species:S:1:pos:R:3:mulliken_charge:R:1 method="wB97M-V/def2-TZVPD" energy_ha=-3049.0610 homo_lumo_gap_ev=7.508 smiles="O=C(Cl)CC1=C(P(=O)(O)O)C(=O)OC1=O.c1ccncc1.c1ccncc1.c1ccncc1.c1ccncc1.c1ccncc1.c1ccncc1" lumo_energy_ev=-1.662
Cl 3.1523 3.9542 -1.2321 -0.170
P 4.0503 -1.2562 1.8545 0.716
O 4.9506 -0.4893 2.8997 -0.515
O 2.2359 3.3565 1.1219 -0.449
O 4.8474 -0.9562 0.4954 -0.593
O -0.0211 1.1907 0.0091 -0.490
O 1.2962 -0.7762 3.7225 -0.490
O 0.2197 -0.0453 1.8752 -0.312
O 3.7410 -2.6582 2.0900 -0.451
N 1.6223 8.2323 -8.8179 -0.541
N 2.6857 -7.9532 -0.2061 -0.560
N 2.3349 -6.3411 3.9710 -0.497
N -2.3226 10.5100 -1.7144 -0.545
N -2.2044 -8.1113 5.4752 -0.364
N -0.3671 4.5706 -3.8127 -0.392
C -0.3711 3.6941 -2.8106 -0.278
C -3.9179 9.1436 -0.5611 -0.425
C 0.4229 7.0034 -7.1464 0.011
C -1.5116 3.3239 -2.1136 -0.121
C -2.7327 4.8172 -3.5154 -0.424
C 0.5710 -7.8232 -1.3267 -0.214
C -2.7192 3.8995 -2.4767 -0.630
C 0.6768 0.7126 0.8380 0.202
C 1.5849 7.3540 -7.8189 -0.447
C 1.7532 -4.0496 4.3471 -0.278
C 0.1919 -5.7719 4.8860 0.116
C 1.9037 -8.2005 -1.2544 -0.320
C 0.8192 -6.8879 0.8513 -0.069
C -3.3260 10.3643 -0.8523 -0.238
C -3.4015 -9.8804 7.2625 -0.119
C 2.6743 2.9189 0.1095 0.601
C -2.8661 -7.6741 6.5445 -0.015
C -3.4793 -8.5117 7.4638 -0.580
C 2.6263 -5.0413 3.9241 -0.361
C -0.7429 8.5189 -8.5702 -0.465
C -2.7161 -10.3504 6.1541 -0.511
C 2.1801 0.6304 0.8221 1.030
C 0.5133 -4.4229 4.8392 -0.430
C 2.9300 1.4464 -0.1733 -0.838
C 2.5296 -0.3137 1.6915 0.009
C -0.7659 7.6010 -7.5325 -0.192
C 0.4725 8.7974 -9.1779 -0.168
C -1.8758 9.4135 -2.3221 -0.409
C -2.4001 8.1473 -2.1042 0.090
C 0.0184 -7.1510 -0.2476 -0.613
C 1.3320 -0.4990 2.5784 0.103
C 1.1370 -6.6842 4.4431 -0.526
C -2.1376 -9.4285 5.2944 -0.190
C 2.1428 -7.3079 0.8269 -0.138
C -3.4427 8.0112 -1.2027 -0.249
C -1.5343 5.1131 -4.1481 0.016
H 2.5339 6.9082 -7.5419 0.358
H -4.7292 9.0874 0.1519 0.361
H -1.4449 2.6046 -1.3102 0.531
H 0.5278 9.5093 -9.9942 0.349
H -1.6964 7.3577 -7.0346 0.352
H 0.9186 -7.7470 4.4646 0.356
H -2.6287 -11.4097 5.9553 0.344
H -3.8753 7.0384 -1.0033 0.403
H -3.6499 5.2964 -3.8311 0.449
H 4.0048 1.2998 -0.0605 0.489
H -0.1918 -3.6732 5.1767 0.418
H -1.0184 -6.8390 -0.2630 0.388
H -4.0018 -8.0976 8.3152 0.340
H 4.3241 -1.1624 -0.2877 0.351
H -1.9950 7.2916 -2.6244 0.276
H 2.0491 -3.0129 4.2895 0.419
H 2.6314 1.2321 -1.1989 0.445
H 5.8952 -0.5792 2.7191 0.321
H -2.9068 -6.5972 6.6729 0.342
H -3.8660 -10.5680 7.9574 0.369
H -1.6457 9.0116 -8.9048 0.355
H 3.6007 -4.7811 3.5300 0.460
H -1.5056 5.8287 -4.9638 0.065
H -3.6731 11.2714 -0.3697 0.341
H 0.5913 3.2666 -2.5510 0.364
H -1.0566 9.5559 -3.0188 0.384
H -0.0146 -8.0519 -2.2071 0.369
H -0.7611 -6.1266 5.2496 0.337
H 2.3689 -8.7292 -2.0800 0.349
H -3.6327 3.6381 -1.9577 0.456
H 0.4329 -6.3671 1.7178 0.308
H 2.7902 -7.1155 1.6733 0.503
H -1.5932 -9.7608 4.4170 0.371
H 0.4574 6.2803 -6.3410 0.402


# 4
17
Properties=species:S:1:pos:R:3:mulliken_charge:R:1 method="wB97M-V/def2-TZVPD" energy_ha=-397.0737 homo_lumo_gap_ev="8.070 / 6.479" lumo_energy_ev="-0.037 / -0.442"
O -1.6279 0.9392 -1.4912 -0.406
N -0.7675 1.1926 -0.4316 -0.194
N 0.1558 0.3496 1.3573 0.370
N 0.2823 -0.5156 2.2349 -0.829
C -2.1422 -0.4040 0.8612 -0.874
C 1.3296 -0.7590 -1.1111 -0.814
C -1.0576 0.3436 0.5894 0.381
C 1.5421 0.4583 -0.2842 -0.401
H 2.2692 0.3748 0.5146 0.289
H -3.0310 -0.3027 0.2584 0.296
H 0.6553 -0.5751 -1.9459 0.262
H -1.4553 1.6737 -2.0938 0.386
H 0.9108 -1.5764 -0.5146 0.307
H 2.2908 -1.1187 -1.5024 0.337
H 1.2390 -0.4362 2.6109 0.243
H 1.5452 1.4233 -0.7637 0.322
H -2.1386 -1.0672 1.7118 0.325


# 5
57
Properties=species:S:1:pos:R:3:mulliken_charge:R:1 method="wB97M-V/def2-TZVPD" energy_ha=-1344.8153 homo_lumo_gap_ev=8.426 smiles=C#CCCC[PH2](CCC(C)C)COO.c1cc[nH]c1.c1cc[nH]c1 lumo_energy_ev=0.374
P 0.1232 0.4918 -2.8069 0.609
O -1.9911 -1.0581 -0.0134 -0.374
O -1.1006 -1.3204 -1.0948 -0.179
N 0.9070 0.8554 3.5099 0.041
N -3.3381 -0.1524 4.3497 0.094
C -5.1030 -0.2037 5.6851 -0.551
C 0.5704 -4.5478 -3.6878 -0.823
C -1.0214 1.9396 3.6168 -0.822
C 4.4014 0.9049 -0.7864 -1.442
C -0.2165 -3.3997 -3.2072 -0.171
C 0.9733 -1.0954 -3.2959 -0.888
C -1.4340 -0.3885 -2.1245 -0.996
C -5.5075 -0.5958 4.3815 -0.500
C -3.7592 0.0601 5.6322 -0.325
C 2.9357 1.3403 -2.7583 -1.306
C 0.8869 1.4950 4.7187 -0.632
C -0.2984 2.1745 4.8172 -0.380
C 1.3343 -5.3488 -4.1727 -0.037
C 2.4349 2.5000 -0.5117 -1.355
C 2.9360 1.2193 -1.2206 1.519
C 0.0943 -2.1258 -4.0339 -0.992
C 1.5499 1.5932 -3.4060 -1.295
C -0.2505 1.1243 2.8296 -0.452
C -4.3956 -0.5562 3.5818 -0.492
H -1.2626 -3.6909 -3.2886 0.318
H -2.0606 0.3690 -1.6446 0.558
H -4.2671 -0.7786 2.5353 0.406
H -1.5670 -1.4011 0.7832 0.277
H 3.5736 2.1904 -3.0252 0.454
H 1.2836 2.6543 -3.3563 0.552
H -0.7421 1.1462 -3.7450 -0.056
H 1.7141 1.4109 5.4027 0.414
H -2.0771 -0.8437 -2.8917 0.428
H 0.6769 -2.4772 -4.8851 0.560
H -0.8061 -1.7005 -4.4687 0.346
H 2.2842 0.3812 -0.9696 -0.059
H 1.6329 2.2285 0.1773 0.087
H 1.7672 -0.8156 -3.9856 0.600
H -1.9944 2.3255 3.3609 0.468
H 0.2264 1.1180 -1.5184 -0.148
H -0.6127 2.7742 5.6550 0.432
H 2.1085 3.2638 -1.2175 0.272
H 4.9554 0.6176 -1.6842 0.359
H 4.4487 0.0400 -0.1250 0.352
H 1.6680 1.3868 -4.4811 0.473
H 3.3719 0.4311 -3.1748 0.431
H -5.7262 -0.1251 6.5604 0.385
H 3.2057 2.9583 0.1074 0.485
H 4.8948 1.7843 -0.3821 0.350
H -3.0688 0.3810 6.3938 0.382
H 0.0655 -3.2721 -2.1655 0.251
H -0.4245 0.7137 1.8476 0.708
H -6.4997 -0.8748 4.0676 0.393
H 1.7349 -6.1545 -4.7280 0.436
H -2.3954 -0.0281 4.0219 0.224
H 1.6554 0.2782 3.1732 0.204
H 1.4777 -1.4965 -2.4144 0.411


# 6
17
Properties=species:S:1:pos:R:3:mulliken_charge:R:1 method="wB97M-V/def2-TZVPD" energy_ha=-272.6648 homo_lumo_gap_ev=9.687 smiles="C[C@@H]1[C@@H]2C=CC[C@H]12" lumo_energy_ev=1.156
C -0.9561 -0.7349 -0.1116 -0.008
C 1.0090 -0.0550 1.3991 -0.411
C 1.2644 0.9300 0.5390 -0.640
C 1.1419 0.4666 -0.8994 -0.750
C 0.2803 -1.1421 0.7054 -0.165
C 0.3737 -0.8485 -0.7861 -0.322
C -1.7406 0.5680 -0.1342 -1.357
H 1.1856 -0.0134 2.4713 0.424
H 0.2722 -2.1458 1.1162 0.440
H -2.4570 0.6496 0.6894 0.340
H -1.1188 1.4688 -0.1232 0.305
H -2.3167 0.6033 -1.0700 0.310
H 0.6662 1.1998 -1.5612 0.304
H -1.6040 -1.5951 -0.2570 0.415
H 2.1504 0.2816 -1.2938 0.365
H 0.5514 -1.6373 -1.5130 0.375
H 1.3722 1.9589 0.8494 0.375


# 7
14
Properties=species:S:1:pos:R:3:mulliken_charge:R:1 method="wB97M-V/def2-TZVPD" energy_ha=-303.7223 homo_lumo_gap_ev="8.186 / 8.187" lumo_energy_ev="0.737 / 0.737"
O -0.5247 -1.2325 0.7033 -0.453
N 0.0917 1.8531 0.5558 -0.344
N 1.5560 -0.2737 -0.6389 -0.428
C -1.2557 -1.2114 -0.4875 -0.563
C 0.2288 0.6350 1.1202 0.035
C 1.0373 -0.3892 0.6141 -0.181
H 2.1577 -1.0299 -0.9271 0.226
H 1.0214 0.0990 -1.4233 0.195
H -2.0947 -1.9030 -0.3708 0.264
H -1.6646 -0.2143 -0.7225 0.250
H 0.6702 2.0853 -0.2371 0.220
H -0.2287 0.5236 2.0917 0.352
H -0.6679 -1.5482 -1.3560 0.198
H -0.3267 2.6064 1.0780 0.229


# 8
19
Properties=species:S:1:pos:R:3:mulliken_charge:R:1 method="wB97M-V/def2-TZVPD" energy_ha=-745.0575 homo_lumo_gap_ev="9.705 / 4.878" s2=0.753 multiplicity=2 lumo_energy_ev="-3.669 / -8.497" charge=+1
S -2.5668 -0.5989 -1.9379 0.257
O 0.7609 5.2804 2.6390 -0.633
O 3.1213 0.3827 -0.1928 -0.615
O 0.2505 -0.0537 -0.9464 -0.456
C -0.8571 -2.0299 -0.4389 -0.659
C -2.2752 -1.3653 -0.3445 -0.592
C 0.1890 -1.0560 0.0163 -0.276
H -0.5751 -2.3795 -1.4329 0.360
H 0.8197 4.7406 1.8367 0.305
H 3.9891 0.7396 0.0271 0.309
H 2.9703 -0.3445 0.4285 0.301
H -3.1123 -1.6998 -2.4982 0.266
H 1.1537 0.1716 -1.2088 0.319
H -3.0429 -2.0971 -0.0739 0.416
H -0.0200 -0.6004 0.9945 0.361
H 1.0908 -1.6597 0.2004 0.290
H -2.2577 -0.5413 0.3690 0.372
H -0.9561 -2.9066 0.2086 0.346
H 1.3181 6.0179 2.3544 0.328